{
  "formula": "C5H14",
  "method": "ωB97M-V/def2-TZVPD",
  "e_above_lowest_kj_mol": 143.9,
  "total_charge": 0,
  "gap_ha": 0.445,
  "species": ["C", "C", "C", "H", "H", "H", "H", "H", "H", "H", "H", "C", "C", "H", "H", "H", "H", "H", "H"],
  "xyz": [[-1.02115, 1.01636, 0.77004], [-1.64558, 1.52488, -0.58023], [-1.26082, 0.68474, -1.71802], [-1.57100, 1.63860, 1.66223], [-1.04988, -0.03469, 0.93607], [-0.09298, 1.51755, 0.89015], [-1.29747, 2.54407, -0.67154], [-2.74295, 1.55917, -0.38263], [-2.25519, 0.10472, -2.03118], [-0.31676, 0.06476, -1.52338], [-1.04251, 1.28570, -2.68812], [1.58984, -1.94810, 0.12467], [2.19104, -1.14622, 1.30628], [1.23391, -1.26724, -0.69738], [2.29629, -2.74721, -0.42190], [0.70565, -2.54145, 0.44037], [2.51329, -1.79308, 2.22836], [1.39574, -0.49178, 1.79977], [3.10386, -0.62900, 1.04277]],
  "forces_ev_per_a": [[-2.5, 3.7, 1.4], [-0.5, 0.3, 3.0], [-0.8, -1.3, -3.7], [0.7, -2.0, -1.9], [0.1, -0.7, 0.1], [1.5, -0.5, -0.2], [-0.1, 0.4, -0.2], [0.7, 0.0, -0.7], [2.6, 0.3, 0.6], [-1.7, 0.5, -0.3], [-0.2, -0.8, 1.6], [0.5, -1.2, -1.2], [-0.7, -1.3, 2.1], [0.4, -0.5, 0.8], [-1.2, 1.9, 1.5], [0.5, 0.4, -0.1], [-0.6, 0.6, -1.9], [1.2, -0.4, -1.1], [-0.1, 0.5, -0.2]],
  "mulliken_charge": [-1.1219, -0.2647, -0.5011, 0.2760, 0.3765, 0.3149, 0.2411, 0.2827, 0.2183, -0.0640, 0.2619, -0.5282, -0.6820, -0.0047, 0.2737, 0.2511, 0.2575, 0.1402, 0.2727]
}